# 1
The following is a quantum chemistry calculation of a structure of composition C6H20IrN3O at a distorted geometry, from OMol25.

The geometry in XYZ format:
```
31
Properties=species:S:1:pos:R:3:lowdin_charge:R:1
C -0.219 -0.014 -3.485 -0.40
Ir -0.636 -1.255 -2.024 1.46
N -0.711 -2.552 -0.379 -0.15
H 0.099 -2.438 -2.847 -0.10
H 0.206 -2.742 0.032 0.07
H -1.998 -2.081 -2.107 -0.10
H -0.092 -0.672 -4.364 0.02
H 0.683 0.578 -3.271 0.02
H -1.079 0.655 -3.649 0.03
H -1.313 -2.199 0.371 0.07
H -1.099 -3.465 -0.631 0.06
C -1.980 0.674 -0.136 -0.07
N -0.885 0.705 0.822 -0.12
C -1.286 1.022 2.183 -0.04
C 0.389 0.432 0.432 -0.42
O 0.637 -0.164 -0.673 -0.21
N 1.502 0.686 1.169 -0.11
C 1.654 1.479 2.377 -0.03
C 2.751 0.327 0.527 -0.03
H -2.325 1.696 -0.350 0.12
H -2.815 0.115 0.302 0.10
H -1.648 0.185 -1.089 -0.05
H -0.766 0.377 2.904 0.10
H -1.123 2.084 2.418 0.11
H -2.359 0.821 2.266 0.10
H 2.385 0.968 3.016 0.11
H 2.050 2.478 2.141 0.11
H 0.729 1.588 2.936 0.05
H 2.805 -0.755 0.344 0.10
H 2.878 0.850 -0.431 0.11
H 3.563 0.617 1.196 0.10
```

**HOMO energy (spin up / spin down)**: -9.15 / -13.04 eV
**Lowest unoccupied orbital energy (spin up / spin down)**: -0.0980 / -0.2340 Ha
**Kohn-Sham gap (spin up / spin down)**: 6.48 / 6.67 eV
**Electronic energy**: -15887.568 eV
**Spin multiplicity**: 6
**Charge**: +1
**⟨S²⟩**: 8.757

=====

# 2
The following is a quantum chemistry calculation of a cluster of 3 separate species, C6H20N2O2 in total at a distorted geometry, from OMol25.

The geometry in XYZ format:
```
30
Properties=species:S:1:pos:R:3:lowdin_charge:R:1
C -2.035 -1.401 0.921 -0.10
C -2.340 0.050 0.501 -0.20
C -1.290 0.391 -0.571 -0.41
C -1.649 1.875 -1.081 -0.06
N 0.121 0.168 -0.317 -0.07
C 1.053 0.552 -1.379 -0.22
C 2.408 0.869 -0.708 -0.28
N 2.561 2.003 0.205 0.01
H -2.850 -1.834 1.495 0.07
H -1.742 -1.994 0.063 0.07
H -1.221 -1.487 1.641 0.05
H -3.379 0.220 0.151 0.12
H -2.130 0.807 1.266 0.11
H -1.430 -0.106 -1.545 0.13
H -0.833 2.603 -1.241 0.06
H -2.134 1.770 -2.063 0.07
H -2.482 2.176 -0.433 0.06
H 0.490 0.460 0.581 0.11
H 1.107 -0.285 -2.104 0.12
H 0.673 1.480 -1.857 0.10
H 2.780 -0.108 -0.419 0.11
H 3.110 1.181 -1.509 0.11
H 2.454 1.638 1.144 0.06
H 1.984 2.816 0.054 0.07
O 0.904 -2.882 -0.118 -0.06
H 0.639 -2.049 -0.507 -0.01
H 1.815 -3.113 -0.362 0.05
O 1.444 -1.811 2.876 -0.06
H 1.392 -2.523 2.229 0.01
H 0.581 -1.464 3.089 0.01
```

**ΔE to the lowest compared entry with this formula, charge and spin**: 1.767 eV
**HOMO energy**: -8.75 eV
**Lowest unoccupied orbital energy**: 0.0270 Ha
**Kohn-Sham gap**: 9.48 eV
**Electronic energy**: -13620.414 eV

=====

# 3
The following is a quantum chemistry calculation of a cluster of 3 separate species, C6H20N2O2 in total, from OMol25.

The geometry in XYZ format:
```
30
Properties=species:S:1:pos:R:3:lowdin_charge:R:1
C -0.775 1.905 -0.606 -0.13
N 0.483 1.878 -1.355 -0.09
C 1.108 0.569 -1.610 -0.19
C 1.114 -0.538 -0.540 -0.38
C 1.924 -1.701 -1.101 -0.05
N -0.211 -0.964 -0.105 -0.28
C -0.229 -1.639 1.161 -0.11
C -1.175 -1.399 -1.092 -0.08
H -0.917 2.862 -0.139 0.07
H -0.865 1.081 0.096 0.05
H -1.587 1.835 -1.325 0.08
H 1.165 2.473 -0.921 0.09
H 0.593 0.155 -2.468 0.10
H 2.150 0.774 -1.863 0.13
H 1.577 -0.098 0.336 0.14
H 1.742 -2.579 -0.491 0.06
H 1.628 -1.948 -2.127 0.08
H 3.023 -1.587 -1.107 0.09
H 0.267 -2.621 1.220 0.08
H 0.255 -1.000 1.873 0.08
H -1.243 -1.900 1.408 0.07
H -0.782 -1.246 -2.099 0.08
H -2.093 -0.806 -1.042 0.09
H -1.314 -2.476 -1.071 0.09
O -2.615 0.256 2.825 -0.05
H -2.301 -0.600 3.119 0.02
H -1.952 0.745 2.330 0.01
O 0.539 3.179 2.281 -0.05
H 0.194 2.832 1.447 -0.01
H 0.296 2.557 2.971 0.03
```

**ΔE to the lowest compared entry with this formula, charge and spin**: 1.899 eV
**HOMO energy**: -8.08 eV
**Lowest unoccupied orbital energy**: 0.0189 Ha
**Kohn-Sham gap**: 8.59 eV
**Electronic energy**: -13620.283 eV